1.
{
  "formula": "C26H34CuF2N6O3S2Sb",
  "method": "ωB97M-V/def2-TZVPD",
  "relative_energy_kcal_mol": 0.0,
  "total_charge": -1,
  "spin_multiplicity": 2,
  "elements": ["Cu", "C", "C", "N", "C", "C", "C", "S", "N", "C", "O", "C", "C", "C", "C", "C", "C", "H", "H", "H", "H", "H", "H", "H", "H", "H", "H", "H", "H", "H", "H", "H", "N", "C", "C", "C", "C", "C", "C", "S", "O", "O", "N", "C", "N", "C", "C", "C", "N", "H", "H", "H", "H", "H", "H", "H", "H", "H", "F", "C", "F", "H", "C", "Sb", "C", "C", "H", "H", "H", "H", "H", "H", "H", "H", "H"],
  "coordinates": [[-0.58, 0.23, -0.55], [0.44, -3.33, -4.87], [1.09, -2.23, -4.04], [1.30, -2.63, -2.66], [2.58, -3.25, -2.35], [3.61, -2.25, -1.86], [0.41, -2.36, -1.69], [-1.10, -1.66, -2.08], [0.81, -2.72, -0.45], [0.34, -2.18, 0.66], [-0.31, -1.11, 0.81], [0.69, -2.91, 1.93], [0.59, -2.25, 3.14], [0.89, -2.90, 4.33], [1.27, -4.24, 4.31], [1.37, -4.90, 3.09], [1.09, -4.24, 1.91], [0.36, -3.03, -5.91], [-0.56, -3.54, -4.48], [1.02, -4.26, -4.82], [0.47, -1.33, -4.05], [2.06, -1.96, -4.45], [2.93, -3.73, -3.27], [2.42, -4.02, -1.60], [3.80, -1.48, -2.61], [4.56, -2.75, -1.63], [3.25, -1.76, -0.96], [0.29, -1.21, 3.14], [0.81, -2.37, 5.27], [1.50, -4.75, 5.23], [1.67, -5.95, 3.07], [1.16, -4.75, 0.96], [3.40, 6.02, 0.50], [2.84, 5.02, -0.29], [2.12, 5.34, -1.44], [1.59, 4.35, -2.24], [1.77, 3.02, -1.90], [2.49, 2.68, -0.76], [3.02, 3.67, 0.03], [1.00, 1.75, -2.85], [1.83, 0.57, -2.72], [0.74, 2.27, -4.16], [-0.34, 1.43, -2.04], [-1.54, 2.07, -2.12], [-1.73, 3.20, -2.80], [-2.95, 3.70, -2.76], [-4.00, 3.13, -2.07], [-3.69, 1.97, -1.37], [-2.49, 1.43, -1.38], [2.94, 6.91, 0.43], [3.54, 5.75, 1.46], [1.98, 6.39, -1.70], [1.01, 4.59, -3.13], [2.62, 1.63, -0.51], [3.58, 3.41, 0.93], [-3.10, 4.63, -3.32], [-4.99, 3.56, -2.05], [-4.44, 1.45, -0.78], [-0.49, 3.02, 0.37], [-0.43, 1.74, 0.90], [-1.53, 1.70, 1.78], [0.45, 1.72, 1.55], [-3.76, -2.19, 4.31], [-2.85, -0.81, 2.89], [-4.66, 0.37, 2.80], [-1.98, 0.33, 4.52], [-4.24, -1.63, 5.11], [-2.99, -2.84, 4.73], [-4.50, -2.82, 3.81], [-4.90, 0.78, 3.78], [-5.48, -0.26, 2.46], [-4.52, 1.19, 2.09], [-2.59, 1.23, 4.68], [-0.97, 0.64, 4.29], [-1.98, -0.28, 5.43]],
  "mulliken_charge": [-0.3168, -1.2899, -0.6264, 0.4600, -0.7585, -0.9449, 0.2904, -0.6510, -0.1918, 0.2778, -0.5552, 0.2415, -0.1931, -0.7674, -0.3450, -0.6106, -0.3046, 0.4283, 0.2649, 0.3099, 0.1690, 0.5023, 0.4767, 0.3727, 0.2100, 0.4626, 0.1604, 0.5573, 0.4039, 0.3766, 0.3820, 0.4245, -0.6163, 1.1084, -0.7102, -0.3574, -0.4476, -0.5324, -0.7411, 0.9604, -0.5737, -0.7715, 0.8310, 0.8464, -0.5144, -0.2105, -0.7540, -0.1683, -0.2695, 0.2160, 0.2212, 0.2658, 0.4468, 0.4872, 0.2749, 0.3901, 0.3727, 0.4385, -0.2448, -0.0212, -0.4450, 0.3580, -1.3671, 0.7544, -1.4085, -1.4812, 0.3648, 0.3403, 0.3667, 0.4339, 0.3882, 0.2893, 0.4523, 0.3451, 0.4665]
}

***

2.
{
  "formula": "C8H30BCsN4O5",
  "method": "ωB97M-V/def2-TZVPD",
  "relative_energy_kcal_mol": 458.8,
  "total_charge": 0,
  "elements": ["Cs", "B", "H", "H", "H", "H", "C", "O", "N", "N", "H", "H", "H", "H", "C", "O", "N", "N", "H", "H", "H", "H", "C", "C", "O", "H", "H", "H", "H", "H", "H", "C", "C", "O", "H", "H", "H", "H", "H", "H", "C", "C", "O", "H", "H", "H", "H", "H", "H"],
  "coordinates": [[9.22, -14.88, 1.97], [8.34, -17.32, 1.66], [9.36, -17.02, 1.50], [8.45, -17.92, 2.55], [7.82, -16.38, 1.78], [7.93, -17.85, 0.81], [7.66, -20.06, 0.11], [7.43, -21.12, -0.45], [8.24, -19.01, -0.42], [7.50, -19.94, 1.38], [8.63, -18.23, 0.10], [8.31, -19.10, -1.42], [7.39, -20.74, 1.99], [7.69, -19.02, 1.74], [5.18, -16.19, 2.26], [4.08, -16.13, 1.78], [5.61, -15.42, 3.13], [6.13, -16.99, 1.80], [6.60, -15.59, 3.24], [5.05, -14.59, 3.28], [5.68, -17.73, 1.28], [7.13, -17.02, 1.86], [10.17, -17.76, 5.46], [10.34, -17.48, 3.99], [9.23, -16.77, 3.53], [10.07, -16.84, 6.03], [11.08, -18.17, 5.90], [9.26, -18.33, 5.59], [10.63, -18.29, 3.31], [11.15, -16.78, 3.81], [8.83, -17.27, 2.81], [7.63, -15.25, -2.10], [7.70, -16.36, -1.05], [8.10, -15.82, 0.20], [7.29, -14.34, -1.61], [6.95, -15.64, -2.86], [8.57, -15.07, -2.61], [8.46, -17.12, -1.24], [6.77, -16.91, -0.90], [8.49, -16.50, 0.75], [11.19, -19.75, 2.15], [10.72, -19.30, 0.76], [10.75, -17.91, 0.70], [11.91, -19.13, 2.68], [11.72, -20.70, 2.08], [10.32, -19.92, 2.77], [9.77, -19.74, 0.45], [11.35, -19.75, 0.00], [9.98, -17.59, 1.18]],
  "mulliken_charge": [0.5065, -5.7339, -5.6603, 2.9552, -3.8706, -0.5503, 0.0696, -0.7484, -0.1018, -0.1503, 0.3596, 0.1158, 0.1919, -0.0747, 0.1251, -0.7400, -0.3084, -0.3746, 0.4139, 0.2461, 0.1365, 6.2734, -1.3525, 1.3578, -1.0515, 0.3097, 0.4061, 0.3235, -1.2661, 0.3829, -0.7959, -1.2124, -0.2532, -0.8369, 0.3176, 0.3553, 0.3407, 0.3327, 0.2281, 3.7553, -1.4743, 0.2488, -0.5640, 0.3146, 0.4055, 0.3275, 0.0160, 0.5571, 5.7469]
}

***

3.
{
  "formula": "C26H63N6O5",
  "method": "ωB97M-V/def2-TZVPD",
  "total_charge": 1,
  "total_energy_ha": -1732.876637,
  "elements": ["C", "C", "O", "N", "C", "C", "C", "C", "C", "C", "C", "C", "N", "H", "H", "H", "H", "H", "H", "H", "H", "H", "H", "H", "H", "H", "H", "H", "H", "H", "H", "H", "C", "C", "C", "O", "C", "N", "H", "H", "H", "H", "H", "H", "H", "H", "H", "H", "H", "C", "C", "C", "O", "C", "N", "H", "H", "H", "H", "H", "H", "H", "H", "H", "H", "H", "C", "C", "C", "O", "C", "N", "H", "H", "H", "H", "H", "H", "H", "H", "H", "H", "H", "C", "C", "C", "O", "C", "N", "H", "H", "H", "H", "H", "H", "H", "H", "H", "H", "H"],
  "coordinates": [[-1.67, 2.98, 1.73], [-0.34, 2.26, 1.74], [0.04, 1.62, 2.71], [0.39, 2.33, 0.57], [1.71, 1.73, 0.49], [2.88, 2.67, 0.81], [3.17, 2.87, 2.31], [2.33, 3.88, 3.11], [1.92, 5.12, 2.37], [1.15, 6.22, 3.09], [1.32, 7.41, 2.12], [2.71, 7.16, 1.62], [3.05, 5.94, 1.82], [-1.60, 3.88, 2.35], [-2.00, 3.25, 0.73], [-2.41, 2.33, 2.20], [0.28, 3.22, 0.09], [1.84, 1.39, -0.53], [1.74, 0.86, 1.14], [2.75, 3.61, 0.26], [3.77, 2.20, 0.39], [4.23, 3.12, 2.44], [3.03, 1.90, 2.79], [1.40, 3.41, 3.46], [2.88, 4.17, 4.01], [1.34, 4.86, 1.47], [1.67, 6.49, 4.02], [0.13, 5.94, 3.32], [1.27, 8.39, 2.59], [0.62, 7.38, 1.28], [3.39, 7.88, 1.18], [3.98, 5.58, 1.63], [4.14, -2.34, -3.77], [3.66, -0.98, -4.25], [4.35, 0.21, -3.56], [3.92, 0.45, -2.23], [4.54, -0.34, -1.24], [2.20, -0.93, -4.16], [3.71, -2.59, -2.80], [3.82, -3.11, -4.47], [5.23, -2.38, -3.68], [3.92, -0.89, -5.31], [4.10, 1.12, -4.11], [5.44, 0.09, -3.58], [5.60, -0.54, -1.47], [4.03, -1.30, -1.09], [4.49, 0.21, -0.30], [1.84, -0.09, -4.60], [1.93, -0.87, -3.18], [-2.22, -1.12, 6.94], [-1.55, -0.04, 6.10], [-2.49, 1.08, 5.64], [-3.35, 0.74, 4.57], [-4.55, 0.09, 4.93], [-0.84, -0.66, 4.98], [-2.81, -1.80, 6.31], [-1.46, -1.73, 7.44], [-2.88, -0.70, 7.70], [-0.79, 0.45, 6.73], [-1.87, 1.90, 5.26], [-3.08, 1.46, 6.49], [-4.95, 0.48, 5.87], [-4.42, -1.00, 5.03], [-5.27, 0.27, 4.13], [-0.33, 0.06, 4.48], [-1.54, -0.99, 4.32], [-5.91, 0.89, 0.82], [-5.35, -0.45, 1.31], [-4.93, -1.40, 0.18], [-6.01, -2.02, -0.49], [-6.59, -1.28, -1.54], [-6.30, -1.05, 2.24], [-6.93, 0.78, 0.46], [-5.93, 1.60, 1.65], [-5.30, 1.30, 0.01], [-4.43, -0.24, 1.87], [-4.35, -2.21, 0.62], [-4.29, -0.88, -0.54], [-5.84, -0.70, -2.08], [-7.37, -0.59, -1.18], [-7.05, -1.99, -2.22], [-5.87, -1.86, 2.68], [-7.09, -1.41, 1.72], [1.58, -4.61, -5.86], [2.44, -5.81, -5.51], [2.73, -6.74, -6.70], [1.64, -7.55, -7.10], [0.73, -6.95, -7.99], [1.84, -6.51, -4.37], [0.53, -4.89, -5.98], [1.63, -3.86, -5.07], [1.91, -4.14, -6.79], [3.42, -5.45, -5.18], [3.52, -7.44, -6.40], [3.11, -6.16, -7.55], [1.24, -6.29, -8.69], [-0.04, -6.37, -7.47], [0.25, -7.75, -8.55], [2.47, -7.24, -4.04], [1.01, -7.00, -4.70]],
  "mulliken_charge": [-0.7914, 0.5523, -0.4994, -0.1017, -0.8264, -0.1612, -1.0398, -0.7047, 0.2099, -0.4995, -0.6846, -0.1430, 0.0959, 0.1375, 0.4221, 0.0717, 0.2808, 0.3575, 0.3656, 0.3492, 0.0214, 0.4654, 0.3773, 0.1303, 0.5296, -0.0560, 0.3411, 0.3078, 0.4003, 0.3150, 0.4574, 0.2988, -1.1773, 0.4387, -0.8632, -0.2228, -0.6599, -0.5994, 0.3063, 0.0074, 0.3997, 0.3649, 0.3205, 0.4040, 0.3863, 0.2433, 0.1623, 0.2625, 0.2427, -1.5243, 0.4402, -0.7372, -0.1412, -0.6759, -0.7073, 0.2957, 0.3741, 0.3537, 0.4059, 0.1931, 0.4292, 0.3701, 0.1970, 0.1906, 0.1975, 0.3254, -1.5775, 0.8723, -0.8779, -0.3897, -0.6396, -0.6340, 0.3546, 0.3221, 0.3629, 0.1079, 0.3604, 0.4266, 0.2948, 0.2226, 0.2636, 0.2488, 0.2896, -1.5469, 0.6580, -0.8781, -0.4021, -0.6242, -0.7196, 0.3468, 0.4372, 0.3279, 0.2799, 0.3938, 0.3914, 0.2942, 0.2235, 0.2629, 0.2845, 0.2813]
}

***

4.
{
  "formula": "C4H6S2",
  "method": "ωB97M-V/def2-TZVPD",
  "relative_energy_kcal_mol": 68.1,
  "total_charge": 0,
  "smiles": "S=C[C@H]1CCS1",
  "elements": ["S", "C", "C", "C", "C", "S", "H", "H", "H", "H", "H", "H"],
  "coordinates": [[2.63, 0.01, -0.09], [1.08, -0.38, 0.47], [-0.21, -0.48, -0.32], [-1.39, -1.29, -0.06], [-2.45, -0.20, 0.10], [-1.00, 1.23, 0.00], [0.78, -0.77, 1.53], [0.07, -0.43, -1.33], [-1.77, -1.90, -1.03], [-1.17, -1.92, 0.89], [-3.26, -0.46, -0.84], [-2.90, -0.27, 1.07]],
  "mulliken_charge": [-0.1794, -0.3915, 0.0386, -0.5021, -0.4662, -0.1293, 0.2061, 0.4293, 0.2115, 0.2346, 0.2526, 0.2959]
}